[1]
Computed, not measured: a cluster of 10 separate species, C36H66N10O12 in total at a distorted geometry, with wB97M-V/def2-TZVPD.

Last column: Löwdin charge in e.
Cartesian coordinates (Å):
C 21.780 -18.147 -7.883  -0.29
O 22.829 -18.362 -8.564  -0.05
N 21.603 -17.076 -7.119  -0.17
C 20.512 -16.986 -6.193  -0.06
C 22.627 -16.049 -7.006  -0.03
H 20.973 -18.844 -7.783  0.11
H 19.773 -17.725 -6.407  0.06
H 19.902 -16.121 -6.354  0.08
H 20.660 -17.129 -5.112  0.10
H 23.415 -16.313 -6.251  0.11
H 23.121 -15.969 -8.003  0.10
H 22.194 -15.142 -6.695  0.07
C 13.797 -19.015 -7.400  -0.35
O 13.462 -19.133 -8.576  -0.02
N 14.621 -19.854 -6.750  -0.16
C 15.009 -19.692 -5.360  -0.05
C 15.115 -21.088 -7.396  -0.02
H 13.580 -18.066 -6.821  0.14
H 14.751 -18.680 -5.121  0.06
H 16.063 -19.803 -5.130  0.08
H 14.393 -20.318 -4.695  0.10
H 15.983 -21.421 -6.855  0.07
H 14.280 -21.818 -7.582  0.11
H 15.382 -20.857 -8.431  0.06
C 20.012 -16.355 -11.559  -0.30
O 20.565 -16.458 -10.445  -0.05
N 20.701 -15.995 -12.658  -0.22
C 20.111 -16.084 -13.910  -0.09
C 22.087 -15.814 -12.570  -0.07
H 18.926 -16.414 -11.687  0.14
H 19.864 -17.084 -14.214  0.08
H 20.718 -15.648 -14.742  0.11
H 19.119 -15.532 -14.003  0.11
H 22.258 -15.672 -11.496  0.09
H 22.612 -16.644 -13.043  0.09
H 22.475 -14.870 -13.097  0.12
C 21.780 -18.982 -11.479  -0.30
O 20.628 -19.081 -12.000  -0.06
N 22.760 -19.889 -11.711  -0.18
C 24.118 -19.696 -11.167  -0.06
C 22.550 -21.141 -12.403  -0.06
H 21.982 -18.190 -10.716  0.11
H 24.839 -19.856 -12.048  0.11
H 24.395 -20.447 -10.360  0.11
H 24.350 -18.761 -10.761  0.05
H 23.173 -21.144 -13.301  0.09
H 22.851 -21.958 -11.831  0.06
H 21.502 -21.303 -12.694  0.09
C 11.066 -16.793 -11.725  -0.34
O 12.124 -16.300 -12.043  0.00
N 10.595 -16.831 -10.460  -0.19
C 9.422 -17.572 -10.171  -0.08
C 11.378 -16.253 -9.411  -0.04
H 10.405 -17.305 -12.448  0.13
H 9.647 -18.397 -9.449  0.10
H 8.969 -17.954 -11.096  0.09
H 8.606 -17.051 -9.688  0.08
H 10.824 -15.525 -8.854  0.09
H 11.662 -17.000 -8.741  0.06
H 12.271 -15.773 -9.861  0.09
C 19.209 -20.899 -7.329  -0.34
O 18.250 -20.239 -6.915  -0.04
N 19.443 -21.199 -8.616  -0.15
C 20.701 -21.796 -9.084  -0.02
C 18.415 -20.731 -9.565  -0.02
H 19.943 -21.273 -6.646  0.13
H 21.277 -22.066 -8.227  0.08
H 21.271 -21.108 -9.715  0.07
H 20.435 -22.642 -9.767  0.11
H 18.773 -19.977 -10.217  0.06
H 18.135 -21.539 -10.289  0.10
H 17.494 -20.377 -9.107  0.05
C 16.265 -16.607 -6.850  -0.33
O 15.520 -15.968 -6.083  -0.05
N 16.123 -16.574 -8.194  -0.13
C 16.892 -17.642 -8.923  -0.03
C 15.053 -15.728 -8.856  0.00
H 17.091 -17.221 -6.568  0.11
H 17.263 -18.376 -8.152  0.06
H 17.790 -17.201 -9.501  0.11
H 16.284 -18.275 -9.491  0.04
H 15.312 -15.339 -9.880  0.11
H 14.164 -16.357 -8.999  0.05
H 14.761 -14.971 -8.134  0.07
C 17.822 -11.514 -7.078  -0.35
O 18.384 -10.447 -7.123  0.00
N 16.908 -11.753 -6.098  -0.17
C 16.080 -13.017 -6.181  -0.03
C 16.564 -10.760 -5.053  -0.02
H 18.004 -12.256 -7.847  0.13
H 15.066 -12.731 -6.313  0.07
H 16.150 -13.770 -5.341  0.09
H 16.532 -13.466 -7.021  0.04
H 17.334 -10.005 -5.072  0.08
H 15.536 -10.374 -5.159  0.09
H 16.593 -11.336 -4.138  0.07
C 15.609 -19.093 -12.667  -0.05
C 14.531 -19.459 -11.930  -0.09
C 14.336 -20.765 -11.575  -0.01
C 15.141 -21.758 -12.070  -0.16
C 16.202 -21.433 -12.933  -0.02
C 16.498 -20.104 -13.170  -0.05
N 14.957 -23.178 -11.785  -0.33
O 13.955 -23.515 -11.128  0.06
O 15.822 -23.966 -12.142  0.06
H 15.745 -18.036 -12.803  0.10
H 13.785 -18.749 -11.625  0.10
H 13.481 -21.096 -11.016  0.12
H 16.822 -22.234 -13.407  0.13
H 17.310 -19.843 -13.858  0.11
C 14.408 -13.729 -2.681  -0.11
C 14.343 -12.403 -2.242  -0.07
C 13.397 -11.567 -2.866  -0.03
C 12.701 -12.118 -3.913  -0.13
C 12.717 -13.490 -4.282  -0.01
C 13.598 -14.290 -3.610  -0.11
N 12.011 -11.116 -4.865  -0.33
O 12.263 -9.931 -4.748  0.06
O 11.279 -11.622 -5.718  0.05
H 15.166 -14.390 -2.170  0.13
H 15.011 -11.975 -1.462  0.12
H 13.495 -10.448 -2.778  0.14
H 12.151 -13.804 -5.157  0.12
H 13.700 -15.366 -3.928  0.13

Computed properties:
Energy relative to the best compared isomer or geometry (same formula, charge and spin), eV: 0.105
SMILES: O=[N+]([O-])c1ccccc1.O=[N+]([O-])c1ccccc1.CN(C)C=O.CN(C)C=O.CN(C)C=O.CN(C)C=O.CN(C)C=O.CN(C)C=O.CN(C)C=O.CN(C)C=O

[2]
Computed, not measured: a cluster of 8 separate species, C19H43N5O17S3 in total at a distorted geometry, with wB97M-V/def2-TZVPD.

Last column: Löwdin charge in e.
Cartesian coordinates (Å):
S 0.681 0.094 -0.252  0.27
O 1.354 -1.221 -0.323  -0.38
O 0.589 0.687 -1.595  -0.39
O -0.632 -0.121 0.391  -0.41
O 1.450 1.019 0.605  -0.37
C 0.523 3.285 -3.935  0.01
C -0.780 3.654 -3.225  -0.57
O -1.392 4.696 -3.486  -0.01
N -1.193 2.771 -2.320  0.01
C -2.305 2.863 -1.389  -0.04
H 1.322 3.544 -3.241  0.08
H 0.626 3.828 -4.870  0.07
H 0.505 2.221 -4.172  0.06
H -0.586 1.958 -2.165  0.07
H -2.024 3.473 -0.530  0.07
H -2.555 1.863 -1.046  0.08
H -3.148 3.307 -1.919  0.08
C -0.322 -2.729 3.291  0.00
C 0.255 -1.608 4.112  -0.55
O 0.333 -1.666 5.332  0.01
N 0.604 -0.532 3.365  0.03
C 1.264 0.619 3.934  -0.06
H 0.458 -3.235 2.716  0.08
H -1.076 -2.352 2.599  0.06
H -0.751 -3.504 3.924  0.08
H 0.285 -0.490 2.405  0.09
H 0.628 1.502 3.871  0.07
H 2.221 0.802 3.445  0.07
H 1.432 0.433 4.994  0.08
C 1.830 -1.706 -3.818  0.00
C 0.553 -1.421 -4.577  -0.57
O 0.366 -1.924 -5.684  0.00
N -0.300 -0.607 -3.943  0.01
C -1.588 -0.244 -4.518  -0.05
H 1.843 -2.719 -3.413  0.07
H 2.009 -1.014 -2.995  0.06
H 2.664 -1.640 -4.518  0.08
H -0.006 -0.125 -3.085  0.07
H -1.748 0.827 -4.377  0.07
H -2.394 -0.768 -4.002  0.08
H -1.577 -0.448 -5.585  0.08
C -1.777 2.384 2.344  -0.01
C -2.953 1.460 2.539  -0.55
O -3.810 1.693 3.397  0.00
N -2.955 0.369 1.755  0.02
C -3.977 -0.645 1.810  -0.07
H -2.182 3.302 1.908  0.08
H -0.992 2.050 1.666  0.06
H -1.369 2.624 3.321  0.07
H -2.118 0.211 1.179  0.06
H -3.539 -1.593 2.138  0.07
H -4.427 -0.848 0.835  0.08
H -4.780 -0.422 2.506  0.08
C 3.859 -1.525 1.943  0.00
C 4.265 -2.753 1.160  -0.54
O 5.201 -3.482 1.488  -0.01
N 3.514 -3.006 0.061  0.01
C 3.647 -4.101 -0.847  -0.09
H 2.782 -1.415 1.812  0.05
H 4.301 -0.641 1.481  0.09
H 4.159 -1.598 2.983  0.08
H 2.620 -2.507 0.014  0.07
H 4.553 -4.686 -0.672  0.07
H 3.837 -3.782 -1.881  0.07
H 2.752 -4.723 -0.866  0.08
C 2.050 3.741 1.547  -0.18
C 0.983 4.058 0.512  -0.14
O 0.067 4.968 1.172  -0.21
S 0.622 5.442 2.622  0.62
O 0.038 4.718 3.707  -0.23
O 0.633 6.869 2.679  -0.25
O 2.103 4.911 2.351  -0.19
H 3.012 3.414 1.159  0.14
H 1.749 2.839 2.091  0.09
H 0.461 3.151 0.218  0.09
H 1.326 4.592 -0.376  0.13
C -1.797 -2.499 -1.347  -0.18
C -1.025 -3.500 -0.485  -0.14
O -1.751 -4.719 -0.642  -0.20
S -3.306 -4.448 -0.871  0.64
O -3.943 -4.096 0.372  -0.25
O -3.893 -5.456 -1.703  -0.24
O -3.034 -3.075 -1.713  -0.20
H -1.221 -2.238 -2.243  0.11
H -2.007 -1.524 -0.903  0.11
H -1.089 -3.203 0.565  0.11
H 0.000 -3.683 -0.786  0.12

Computed properties:
Net charge: -2

[3]
Computed, not measured: a structure of composition C36H38O2P2Pb at a distorted geometry, with wB97M-V/def2-TZVPD.

Last column: Löwdin charge in e.
Cartesian coordinates (Å):
Pb 1.963 -1.663 5.668  1.24
C -2.596 0.054 6.842  -0.11
C -2.821 -0.173 5.546  -0.12
C -2.987 0.843 4.457  -0.21
C -1.700 1.401 3.796  -0.19
C -0.596 1.815 4.717  -0.13
C -0.759 2.331 5.938  -0.10
C -2.068 2.563 6.626  -0.19
C -2.543 1.386 7.514  -0.18
C 2.923 0.297 5.628  -0.38
H -2.504 -0.794 7.527  0.11
H -2.914 -1.210 5.202  0.10
H -3.618 1.676 4.788  0.10
H -3.538 0.326 3.658  0.10
H -1.305 0.646 3.100  0.08
H -1.997 2.273 3.187  0.12
H 0.412 1.758 4.291  0.09
H 0.116 2.628 6.530  0.11
H -2.858 2.811 5.911  0.09
H -1.949 3.431 7.292  0.11
H -1.881 1.305 8.392  0.10
H -3.560 1.627 7.874  0.12
H 3.558 0.297 6.522  -0.01
H 2.172 1.095 5.670  -0.03
H 3.553 0.340 4.724  -0.02
P 0.069 -2.269 -3.368  1.00
P 2.031 0.428 -3.619  1.00
C -0.523 -0.669 -3.966  -0.33
C 0.290 0.416 -4.096  -0.36
C -0.804 -3.463 -4.477  -0.40
C -1.993 -3.169 -5.163  -0.10
C -2.607 -4.149 -5.957  -0.08
C -2.038 -5.422 -6.074  -0.09
C -0.838 -5.710 -5.411  -0.09
C -0.214 -4.735 -4.634  -0.11
C -0.883 -2.397 -1.789  -0.37
C -0.515 -1.531 -0.738  -0.10
C -1.246 -1.529 0.450  -0.09
C -2.347 -2.384 0.602  -0.09
C -2.693 -3.264 -0.430  -0.09
C -1.961 -3.277 -1.621  -0.09
C 2.705 1.190 -5.180  -0.37
C 2.670 0.402 -6.350  -0.11
C 3.030 0.955 -7.579  -0.09
C 3.443 2.293 -7.656  -0.09
C 3.527 3.061 -6.490  -0.09
C 3.171 2.511 -5.253  -0.09
C 2.103 1.838 -2.431  -0.41
C 3.230 1.905 -1.585  -0.11
C 3.402 2.995 -0.733  -0.09
C 2.441 4.014 -0.690  -0.09
C 1.291 3.918 -1.480  -0.08
C 1.107 2.820 -2.333  -0.09
H -1.599 -0.592 -4.163  0.07
H -0.060 1.330 -4.594  0.08
H -2.456 -2.185 -5.078  0.09
H -3.536 -3.914 -6.483  0.10
H -2.526 -6.188 -6.682  0.10
H -0.386 -6.698 -5.503  0.10
H 0.730 -4.948 -4.131  0.10
H 0.330 -0.850 -0.865  0.09
H -0.964 -0.857 1.263  0.08
H -2.938 -2.361 1.521  0.10
H -3.541 -3.942 -0.317  0.10
H -2.248 -3.951 -2.431  0.10
H 2.332 -0.635 -6.295  0.10
H 2.981 0.349 -8.485  0.10
H 3.697 2.735 -8.621  0.10
H 3.860 4.098 -6.536  0.10
H 3.223 3.122 -4.350  0.10
H 3.969 1.103 -1.616  0.10
H 4.289 3.053 -0.102  0.10
H 2.590 4.879 -0.039  0.10
H 0.531 4.702 -1.438  0.10
H 0.195 2.746 -2.928  0.09
O 0.153 0.154 9.274  -0.01
C 0.801 -0.699 8.668  -0.50
O 0.755 -0.886 7.369  -0.40
H 1.470 -1.409 9.212  0.12

Computed properties:
Energy relative to the best compared isomer or geometry (same formula, charge and spin), eV: 0.000

Short version: frontier orbital gap = 8.3598, 8.4802, 6.5381 eV, in the order given.